# 1
C4H11ClNOTi2 as an isolated structure at a distorted geometry. Source: OMol25; level of theory: ωB97M-V with the def2-TZVPD basis set.

## Properties
LUMO (spin up / spin down), eV: -5.16 / -4.91
Orbital gap (spin up / spin down), eV: 5.29 / 5.53
Relative energy (zero: lowest compared OMol25 entry of this formula, charge and spin), kcal/mol: 90.80
Multiplicity: 7
HOMO (spin up / spin down), eV: -10.447 / -10.447
Total charge: +1

Each line ends with the Mulliken spin population.
Geometry (Å):
Ti: 7.7245 -4.7556 0.9812  3.005
Ti: 4.1200 -6.0492 -3.0704  3.006
Cl: 3.7500 -4.5615 0.8160  -0.011
C: -0.1085 2.4719 -0.7130  0.000
C: 0.0931 1.2360 0.2364  0.000
C: -1.1088 0.2397 0.0701  0.000
O: -2.3033 0.7957 0.6019  0.000
C: -3.4718 -0.0095 0.4446  0.000
N: 1.4932 0.6712 0.1500  0.000
H: -0.4775 2.3017 -1.7244  0.000
H: 0.7916 3.0497 -0.9227  0.000
H: -0.8061 3.2409 -0.3814  0.000
H: 0.1272 1.5507 1.2795  0.000
H: -0.9099 -0.6711 0.6349  0.000
H: -1.3896 -0.0249 -0.9493  0.000
H: -4.1760 0.6518 0.9494  0.000
H: -3.3424 -0.9992 0.8824  0.000
H: -3.6913 -0.2727 -0.5902  0.000
H: 1.5529 -0.1733 0.7008  0.000
H: 2.1325 1.3077 0.6041  0.000

# 2
One molecule with the formula C4H4FNOS at a distorted geometry. Source: OMol25; level of theory: ωB97M-V with the def2-TZVPD basis set.

## Properties
LUMO, eV: 0.78
Orbital gap, eV: 10.01
Relative energy (zero: lowest compared OMol25 entry of this formula, charge and spin), kcal/mol: 10.63
SMILES: Fc1ocnc1CS
HOMO, eV: -9.228

Each line ends with the natural charge from an NBO analysis.
Geometry (Å):
F: -1.0627 1.3337 -1.7219  -0.281
C: -0.4578 1.1164 -0.5733  0.618
O: -0.0603 2.2364 0.1026  -0.428
C: 0.5792 1.6957 1.2032  0.319
N: 0.5155 0.4123 1.2907  -0.420
C: -0.1621 -0.0048 0.0950  -0.053
C: -0.5362 -1.3993 -0.1678  -0.538
S: 0.8672 -2.5812 -0.4213  -0.034
H: 1.1189 2.3454 1.8890  0.204
H: -1.2633 -1.4676 -1.0262  0.237
H: -1.0906 -1.7524 0.7309  0.248
H: 1.5523 -1.9346 -1.4007  0.126

# 3
C6H4CoNO2S4 as an isolated structure. Source: OMol25; level of theory: ωB97M-V with the def2-TZVPD basis set.

## Properties
LUMO (spin up / spin down), eV: 2.70 / 2.56
Orbital gap (spin up / spin down), eV: 5.92 / 5.94
Relative energy (zero: lowest compared OMol25 entry of this formula, charge and spin), kcal/mol: 4.88
Multiplicity: 4
HOMO (spin up / spin down), eV: -3.218 / -3.374
Total charge: -1

Each line ends with the Mulliken spin population.
Geometry (Å):
Co: 0.1328 0.1795 -0.2258  2.624
O: -2.2820 -1.8797 2.3133  0.010
C: -1.4086 -1.3332 1.6525  0.004
O: -1.5345 -0.5639 0.6465  0.030
C: 0.0433 -1.5879 2.0644  -0.006
C: 0.3621 -2.4020 3.1393  0.004
C: 1.6951 -2.5884 3.4559  0.001
C: 2.6650 -1.9561 2.6890  0.000
C: 2.2630 -1.1602 1.6331  0.001
N: 0.9756 -0.9808 1.3281  0.009
H: -0.4490 -2.8589 3.6873  -0.001
H: 1.9802 -3.2182 4.2896  0.000
H: 3.7189 -2.0730 2.8998  0.000
H: 2.9775 -0.6446 1.0034  0.003
S: 2.1486 0.8220 -0.9476  0.113
S: 2.0816 2.0568 -2.5554  0.035
S: -0.0134 2.3415 -3.0406  0.040
S: -1.1107 1.2712 -1.7125  0.133

# 4
C12H20O7PdS3Se2 as an isolated structure at a distorted geometry. Source: OMol25; level of theory: ωB97M-V with the def2-TZVPD basis set.

## Properties
LUMO (spin up / spin down), eV: -0.13 / -1.96
Orbital gap (spin up / spin down), eV: 8.55 / 6.83
Relative energy (zero: lowest compared OMol25 entry of this formula, charge and spin), kcal/mol: 0.59
Multiplicity: 3
HOMO (spin up / spin down), eV: -8.681 / -8.793

Each line ends with the Mulliken spin population.
Geometry (Å):
Pd: -0.2819 0.4859 0.3140  1.290
O: 2.8861 2.5156 -0.2456  0.001
S: 2.6898 1.1311 -0.5604  -0.007
O: 3.8439 0.3961 -1.0313  0.006
O: 1.9925 0.3448 0.5200  0.075
C: 1.5324 1.1338 -1.9488  0.014
C: 1.8932 0.3454 -3.0347  -0.005
C: 1.1693 0.3762 -4.2140  0.003
C: 0.0809 1.2213 -4.3379  -0.004
C: -0.3036 2.0084 -3.2687  0.007
C: 0.4042 1.9702 -2.0709  -0.003
S: -0.4584 2.8872 -0.7651  -0.009
O: -1.7402 2.1332 -0.6914  0.054
O: -0.5620 4.2492 -1.1722  0.011
O: 0.2201 2.6413 0.5439  0.119
H: 2.7836 -0.2612 -2.9476  0.000
H: 1.4719 -0.2460 -5.0468  0.000
H: -0.4761 1.2645 -5.2649  0.000
H: -1.1655 2.6579 -3.3468  0.000
C: -3.8178 0.7971 0.9446  -0.009
Se: -2.5751 -0.6354 0.5670  0.187
C: -2.4518 -1.3236 2.3693  0.004
C: -1.8151 -0.3705 3.3591  -0.002
Se: 0.0839 -0.1944 3.0258  0.186
C: 0.2825 1.6654 3.5580  -0.007
H: -4.7035 0.3687 1.4082  0.006
H: -4.0602 1.2577 -0.0078  0.000
H: -3.3513 1.5460 1.5767  0.004
H: -1.8817 -2.2500 2.2844  -0.006
H: -3.4676 -1.5835 2.6685  0.003
H: -1.9546 -0.7472 4.3730  0.004
H: -2.2424 0.6287 3.3028  -0.003
H: -0.2359 1.8138 4.5023  0.004
H: -0.0910 2.3214 2.7773  0.003
H: 1.3476 1.8357 3.6912  0.000
C: 0.6979 -4.1286 0.4557  0.004
S: 1.2769 -2.4558 0.4059  0.009
C: 2.5868 -2.6521 -0.7747  0.001
O: 0.1644 -1.7306 -0.3454  0.059
H: 0.4721 -4.4471 -0.5616  0.000
H: -0.2057 -4.1416 1.0624  0.000
H: 1.4564 -4.7643 0.9125  0.001
H: 3.2490 -3.4410 -0.4157  0.001
H: 3.1260 -1.7036 -0.8417  0.001
H: 2.1301 -2.9198 -1.7282  0.000

# 5
A 13-piece molecular cluster, C4H35N3O12 overall at a distorted geometry. Source: OMol25; level of theory: ωB97M-V with the def2-TZVPD basis set.

## Properties
LUMO, eV: 0.03
Orbital gap, eV: 9.40
Relative energy (zero: lowest compared OMol25 entry of this formula, charge and spin), kcal/mol: 92.98
HOMO, eV: -9.366

Each line ends with the natural charge from an NBO analysis.
Geometry (Å):
C: 0.0611 -2.1673 2.2662  -0.219
C: 0.8508 -1.5773 1.0819  -0.460
C: 2.1508 -2.3279 0.6573  -0.285
N: 2.1411 -1.8832 -2.1723  -0.832
C: 3.2649 -1.6474 -1.3918  0.274
N: 3.1933 -1.6198 -0.1074  -0.508
N: -0.5277 -1.0356 2.9635  -0.863
H: 0.6117 -2.8520 2.9164  0.186
H: -0.7478 -2.7746 1.8496  0.174
H: 0.0959 -1.2905 0.3871  0.237
H: 1.2397 -0.5833 1.2074  0.197
H: 1.9593 -3.3964 0.3881  0.176
H: 2.5697 -2.6302 1.6821  0.205
H: 2.1289 -2.1827 -3.1201  0.399
H: 1.4338 -2.2706 -1.5227  0.394
H: 4.1482 -1.1265 -1.8005  0.182
H: -1.2950 -1.2902 3.5427  0.362
H: -0.8736 -0.2573 2.3474  0.370
H: -1.0991 -3.1617 -0.2952  0.473
H: -0.5286 -4.4846 0.1487  0.465
O: -1.3322 -4.0882 -0.1866  -0.933
H: -4.2146 -1.7579 -4.3231  0.475
H: -4.1227 -1.5765 -2.7694  0.468
O: -3.6190 -1.8274 -3.5813  -0.943
H: 0.5684 2.2630 5.2645  0.488
H: 0.9026 1.0964 4.2240  0.495
O: 1.2377 1.9439 4.6429  -0.976
H: -3.8939 0.9901 0.5548  0.512
H: -3.9468 2.3742 1.4591  0.483
O: -3.6952 1.9257 0.6667  -1.019
H: 2.7339 1.0649 -1.9048  0.495
H: 1.3604 1.7727 -2.4956  0.515
O: 2.0074 1.6895 -1.7875  -0.988
H: 1.9111 1.9226 2.8779  0.507
H: 2.7088 0.9666 1.8674  0.488
O: 2.0497 1.6640 1.9768  -0.989
H: 0.4302 0.9253 0.7633  0.489
H: 0.6998 1.5147 -0.5841  0.516
O: -0.0260 1.2740 0.0234  -0.968
H: -1.3203 0.4849 -0.1635  0.522
H: -2.1964 -0.3457 -1.0067  0.463
O: -1.8193 -0.4303 -0.1430  -1.032
H: -3.1891 2.6972 -1.4472  0.516
H: -3.3255 3.9343 -2.6230  0.493
O: -3.0606 3.0422 -2.3149  -1.013
H: 4.1982 4.1739 0.6034  0.460
H: 3.4447 3.1422 1.3920  0.485
O: 4.0794 3.8751 1.5007  -0.953
H: -0.4242 2.3674 -4.6101  0.485
H: -0.3780 0.9080 -4.1576  0.480
O: 0.1493 1.6867 -4.2720  -0.958
H: -3.2315 -1.1467 0.7253  0.509
H: -4.5474 -1.1550 -0.0621  0.461
O: -4.1387 -0.7786 0.7646  -0.960

# 6
One molecule with the formula C9H9N3O2 at a distorted geometry. Source: OMol25; level of theory: ωB97M-V with the def2-TZVPD basis set.

## Properties
LUMO, eV: 0.02
Orbital gap, eV: 8.80
Relative energy (zero: lowest compared OMol25 entry of this formula, charge and spin), kcal/mol: 59.95
SMILES: CCOC(=O)c1cn2ccncc2n1
HOMO, eV: -8.780

Each line ends with the natural charge from an NBO analysis.
Geometry (Å):
C: -4.4470 0.8172 0.5000  -0.629
C: -3.4726 -0.1861 -0.0629  -0.090
O: -2.0747 0.1046 0.2211  -0.505
C: -1.3021 -0.9247 -0.2395  0.767
O: -1.7512 -1.9494 -0.7267  -0.558
C: 0.1537 -0.5892 -0.1350  0.036
C: 0.7453 0.6740 -0.4281  -0.116
N: 2.1276 0.4120 -0.2044  -0.284
C: 3.1769 1.2464 -0.2878  -0.033
C: 4.3680 0.6684 -0.0275  -0.023
N: 4.5569 -0.6302 0.2168  -0.414
C: 3.5260 -1.4443 0.3999  0.058
C: 2.2209 -0.9477 0.2053  0.256
N: 0.9927 -1.5639 0.1740  -0.404
H: -4.2060 1.7728 -0.0146  0.208
H: -5.4218 0.4484 0.2870  0.223
H: -4.3190 0.9673 1.6351  0.217
H: -3.6307 -0.4728 -1.1864  0.199
H: -3.7226 -1.1708 0.4023  0.191
H: 0.3793 1.6518 -0.7949  0.241
H: 3.0641 2.2805 -0.6041  0.229
H: 5.3408 1.3060 -0.1168  0.206
H: 3.6955 -2.4704 0.7871  0.223